DFT (wB97M-V/def2-TZVPD) results for an isolated molecule of C5H9F.

Computed properties:
E, eV: -8047.0017
Gap between HOMO and LUMO, eV: 10.902

The geometry in ORCA input format:
```
! RIJCOSX wB97M-V def2-TZVPD def2/J DEFGRID3
* xyz 0 1
F 2.34 -0.67 0.84
C 1.16 -0.79 0.14
C -1.03 0.47 -0.15
C -2.03 -0.01 0.55
C -1.14 0.72 -1.66
C 0.37 0.43 0.32
H -3.03 -0.04 0.11
H 1.51 -1.16 -0.84
H 0.90 1.34 0.12
H -0.64 1.70 -1.92
H -1.87 -0.15 1.69
H 0.31 0.35 1.43
H -2.15 0.70 -1.86
H 0.61 -1.60 0.71
H -0.66 0.00 -2.28
*
```